Computed, not measured: a cluster of 9 separate species, C71H155N9O9 in total in a non-equilibrium geometry, with ωB97M-V/def2-TZVPD.

Last column: Mulliken charge in e.
Atoms and positions in Å:
1 C -18.3905 22.3418 20.0324  -1.85
2 C -17.8355 22.9133 18.6999  1.55
3 C -17.0169 21.9081 17.8719  -1.90
4 O -15.8530 21.5002 18.6219  0.80
5 C -15.2848 20.2531 18.2213  -0.33
6 N -18.9469 23.4324 17.9766  0.12
7 H -19.2824 21.7230 19.9340  0.49
8 H -18.7509 23.2585 20.4992  0.39
9 H -17.6456 21.9928 20.7475  0.40
10 H -17.0696 23.6373 18.9780  -0.63
11 H -16.5337 22.3975 17.0262  0.29
12 H -17.6509 21.1480 17.4156  0.37
13 H -15.9885 19.4225 18.1668  0.29
14 H -14.4193 20.0027 18.8348  -0.26
15 H -14.8990 20.4333 17.2179  0.03
16 H -19.6833 22.7609 18.1409  0.30
17 H -18.8376 23.3023 16.9810  0.09
18 C -22.3176 26.6793 21.9510  -1.55
19 C -21.4281 27.4652 21.0394  0.32
20 C -20.2489 26.6718 20.5534  -0.34
21 O -19.4738 27.5029 19.6839  -0.46
22 C -18.4317 26.6572 18.9993  -0.06
23 N -22.2945 27.9608 19.9565  -0.76
24 H -21.8433 26.3863 22.8876  0.39
25 H -22.7388 25.7989 21.4656  0.27
26 H -23.1157 27.3805 22.1950  0.39
27 H -20.9952 28.2923 21.6020  0.41
28 H -20.6506 25.8393 19.9758  0.11
29 H -19.5771 26.2543 21.3033  0.45
30 H -17.8707 25.8746 19.5100  -0.08
31 H -17.7795 27.3400 18.4548  0.41
32 H -19.0841 26.2205 18.2431  -0.03
33 H -22.3407 27.2873 19.2053  0.17
34 H -21.7450 28.6462 19.4579  0.38
35 C -20.0572 22.7246 10.6577  -1.97
36 C -20.2526 21.4033 11.3696  1.86
37 C -19.9970 20.3596 10.2971  -1.45
38 C -19.8368 18.9504 10.8539  -0.57
39 C -18.6529 19.0438 11.8753  -1.77
40 C -18.8789 19.9599 13.0480  2.12
41 N -19.3152 21.2244 12.4371  -0.04
42 O -19.4452 22.1858 13.4004  0.05
43 C -19.8937 19.2892 14.0830  -1.45
44 C -17.4028 20.0220 13.7865  -2.12
45 C -21.7380 21.2187 11.7454  -1.46
46 H -20.6556 22.7530 9.7471  0.40
47 H -18.9992 22.8020 10.4074  0.48
48 H -20.3002 23.5728 11.2976  0.36
49 H -20.8887 20.3863 9.6708  0.45
50 H -19.0641 20.6044 9.7894  0.41
51 H -19.6010 18.2202 10.0797  0.40
52 H -20.7113 18.6716 11.4418  0.27
53 H -17.8030 19.4313 11.3133  0.50
54 H -18.2350 18.1016 12.2297  0.43
55 H -20.5490 20.0637 14.4816  -0.07
56 H -20.4267 18.4663 13.6067  0.38
57 H -19.4729 18.7528 14.9336  0.54
58 H -17.1201 19.0652 14.2256  0.40
59 H -16.5731 20.4326 13.2111  0.49
60 H -17.5474 20.7159 14.6146  0.37
61 H -21.8546 21.4938 12.7937  -0.12
62 H -22.1182 20.2028 11.6382  0.40
63 H -22.4017 21.7657 11.0758  0.50
64 H -18.8754 22.9283 13.1873  0.26
65 C -22.0448 28.1668 15.2846  -1.81
66 C -22.9895 26.9295 15.0961  1.32
67 C -23.1318 26.6842 13.6387  -1.19
68 C -23.8228 25.3751 13.2194  -1.05
69 C -23.0037 24.2260 13.7187  -0.46
70 C -22.8223 24.3020 15.2926  1.95
71 N -22.4424 25.6798 15.6348  0.19
72 O -22.1972 25.8632 17.0385  -0.04
73 C -24.1063 23.8011 16.0220  -1.83
74 C -21.6203 23.3726 15.6628  -2.44
75 C -24.3628 27.2179 15.7637  -1.44
76 H -21.0288 27.9508 14.9541  0.45
77 H -21.8310 28.3547 16.3368  0.25
78 H -22.3032 29.0152 14.6509  0.38
79 H -23.7451 27.4900 13.2353  0.57
80 H -22.1540 26.6500 13.1583  0.30
81 H -23.9399 25.3613 12.1358  0.43
82 H -24.8303 25.4105 13.6339  0.37
83 H -22.1073 23.9831 13.1482  0.02
84 H -23.6670 23.3679 13.6096  0.36
85 H -24.1524 22.7151 15.9402  0.50
86 H -24.0148 23.8965 17.1040  0.23
87 H -24.9905 24.3171 15.6476  0.40
88 H -21.7135 22.3808 15.2204  0.34
89 H -20.6802 23.7260 15.2392  0.32
90 H -21.4921 23.3705 16.7453  0.63
91 H -25.0040 26.3369 15.7346  0.34
92 H -24.9286 27.9322 15.1656  0.41
93 H -24.2709 27.5946 16.7824  0.26
94 H -21.2606 25.6574 16.9938  0.12
95 C -12.8215 23.7691 22.8595  -1.73
96 C -13.5044 24.4036 21.6225  2.44
97 C -14.5813 25.4117 22.1102  -0.77
98 C -13.9560 26.7773 22.5012  -1.13
99 C -13.2110 27.2380 21.1933  -1.50
100 C -12.0163 26.3233 20.8268  1.30
101 N -12.4759 24.9314 20.6714  0.99
102 O -11.5133 24.0112 20.2466  -0.54
103 C -11.6068 26.7822 19.3758  -1.85
104 C -10.9106 26.6299 21.8456  -1.70
105 C -14.2570 23.4029 20.7318  -2.16
106 H -13.5906 23.3245 23.4912  -0.08
107 H -12.2707 24.5366 23.4032  0.38
108 H -12.1840 23.0180 22.3932  0.56
109 H -15.4110 25.4450 21.4041  0.35
110 H -15.0519 25.0923 23.0401  -0.02
111 H -13.3363 26.6039 23.3809  0.37
112 H -14.7442 27.4397 22.8591  0.56
113 H -12.8516 28.2506 21.3768  0.61
114 H -13.9460 27.4034 20.4055  0.43
115 H -11.4398 27.8478 19.2192  0.46
116 H -10.7649 26.1691 19.0539  0.26
117 H -12.4142 26.6132 18.6633  0.36
118 H -10.0107 26.0973 21.5378  0.34
119 H -10.6686 27.6859 21.9653  0.38
120 H -11.1831 26.2488 22.8298  0.37
121 H -14.9850 22.9226 21.3855  0.28
122 H -13.5916 22.6242 20.3588  0.38
123 H -14.7540 23.8452 19.8685  0.28
124 H -11.7838 23.9422 19.3281  0.40
125 C -12.1071 24.9318 15.4369  -1.84
126 C -12.2572 23.4731 16.0207  1.73
127 C -12.6083 22.6326 14.6695  -1.66
128 C -12.5911 21.1493 14.8935  0.37
129 C -11.3233 20.7214 15.5433  -1.49
130 C -10.7664 21.5715 16.7648  1.91
131 N -11.0346 23.0426 16.6186  0.28
132 O -10.6109 23.8370 17.6608  -0.41
133 C -11.2682 20.8301 18.0499  -2.04
134 C -9.2273 21.5190 16.8101  -1.92
135 C -13.4736 23.3556 16.9153  -0.62
136 H -11.1233 25.1029 14.9999  0.44
137 H -12.1618 25.5791 16.3121  0.28
138 H -12.8248 25.1510 14.6463  0.41
139 H -13.5452 22.9990 14.2500  0.51
140 H -11.8080 22.8915 13.9763  0.44
141 H -12.7558 20.6081 13.9617  0.47
142 H -13.4750 20.8456 15.4544  -0.50
143 H -10.4580 20.4524 14.9375  0.42
144 H -11.5323 19.7052 15.8773  0.43
145 H -10.9173 19.7992 18.0041  0.47
146 H -10.9888 21.3529 18.9646  0.36
147 H -12.3406 20.6923 17.9120  0.49
148 H -8.8082 21.7745 17.7834  0.32
149 H -8.7822 20.6214 16.3810  0.40
150 H -8.9311 22.1706 15.9880  0.55
151 H -13.2038 23.8896 17.8264  -0.69
152 H -13.5265 22.3400 17.3075  -0.19
153 H -14.4621 23.7169 16.6318  0.58
154 H -9.9524 24.3889 17.2325  0.37
155 C -14.8353 21.6932 25.7454  -1.57
156 C -16.3019 21.3394 25.9707  1.59
157 C -17.0880 22.3612 25.0131  -0.67
158 C -18.4432 21.8470 24.5789  -1.21
159 C -18.4688 20.3500 24.1065  -0.94
160 C -17.7738 19.4031 25.0891  1.69
161 N -16.4990 19.9217 25.5398  1.00
162 O -15.8557 19.1084 26.3478  -0.55
163 C -18.7433 19.2467 26.2641  -1.85
164 C -17.5765 18.0085 24.4390  -2.10
165 C -16.7650 21.6400 27.4738  -1.78
166 H -14.3801 21.3343 24.8223  -0.17
167 H -14.3516 21.1273 26.5415  0.53
168 H -14.4452 22.6966 25.9163  0.41
169 H -17.2472 23.2511 25.6222  0.52
170 H -16.5952 22.8217 24.1568  -0.17
171 H -18.9314 22.5178 23.8719  0.50
172 H -19.1885 21.8481 25.3742  0.47
173 H -17.9664 20.3653 23.1393  0.02
174 H -19.5042 20.0203 24.0211  0.60
175 H -19.0514 20.0863 26.8872  0.33
176 H -19.7650 19.0714 25.9271  0.43
177 H -18.3886 18.4901 26.9640  0.39
178 H -16.8538 18.1468 23.6349  0.21
179 H -17.1236 17.2967 25.1291  0.51
180 H -18.4591 17.5687 23.9746  0.38
181 H -16.3254 22.6091 27.7097  0.51
182 H -16.4333 20.9014 28.2037  0.30
183 H -17.8498 21.7374 27.5149  0.40
184 H -15.1894 18.7210 25.7755  0.31
185 C -15.8006 16.2966 18.7848  -2.02
186 C -17.0119 16.0913 19.7043  2.28
187 C -17.4258 17.4730 20.2201  -0.67
188 C -18.8474 17.5337 20.8613  -0.15
189 C -19.7964 17.1207 19.6795  -1.60
190 C -19.5110 15.6802 19.1363  1.76
191 N -18.0892 15.5460 18.7731  0.49
192 O -17.7445 14.2668 18.2388  -0.52
193 C -20.0564 14.6517 20.1534  -1.84
194 C -20.2748 15.5815 17.7578  -1.87
195 C -16.7437 15.1657 20.8904  -1.59
196 H -15.9954 16.8392 17.8598  0.37
197 H -15.4616 15.3248 18.4256  0.54
198 H -14.9398 16.7584 19.2683  0.11
199 H -16.5676 17.7435 20.8353  0.22
200 H -17.4610 18.2754 19.4832  -0.20
201 H -19.0936 18.4471 21.4028  0.42
202 H -18.8561 16.8019 21.6690  0.00
203 H -20.0175 17.9636 19.0248  0.36
204 H -20.7007 17.0359 20.2821  0.50
205 H -19.5296 14.6953 21.1066  0.31
206 H -21.1321 14.7957 20.2546  0.45
207 H -19.9438 13.6344 19.7784  0.39
208 H -20.1847 14.5917 17.3101  0.39
209 H -21.3420 15.7188 17.9319  0.44
210 H -19.9439 16.3436 17.0522  0.34
211 H -17.4315 15.2877 21.7271  0.21
212 H -15.7430 15.2813 21.3069  0.02
213 H -16.8045 14.1382 20.5317  0.43
214 H -17.5634 14.4605 17.3162  0.34
215 C -13.8904 15.4228 23.8772  -1.15
216 C -12.7819 16.3987 23.3806  1.44
217 C -13.4541 17.3782 22.4032  0.18
218 C -12.5567 18.5857 21.9841  -0.88
219 C -12.1654 19.3626 23.3067  -0.69
220 C -11.4664 18.3737 24.3297  1.70
221 N -12.3013 17.1632 24.5437  1.19
222 O -11.8280 16.3738 25.5947  -0.56
223 C -10.0666 18.1697 23.8376  -2.09
224 C -11.4116 19.1201 25.6843  -1.93
225 C -11.7806 15.4970 22.6462  -1.87
226 H -14.6352 15.3006 23.0908  -0.05
227 H -14.5164 15.8911 24.6366  0.26
228 H -13.4671 14.4986 24.2704  0.40
229 H -13.7474 16.7664 21.5501  0.24
230 H -14.3193 17.8450 22.8739  -0.47
231 H -13.0956 19.2191 21.2795  0.02
232 H -11.6822 18.2974 21.4007  0.41
233 H -13.0638 19.7822 23.7593  -0.50
234 H -11.4459 20.1334 23.0307  0.68
235 H -9.9124 17.8951 22.7941  0.25
236 H -9.4296 19.0160 24.0946  0.50
237 H -9.5686 17.4016 24.4293  0.44
238 H -12.3728 19.2186 26.1889  0.15
239 H -10.8036 18.5170 26.3587  0.48
240 H -10.9715 20.1128 25.5905  0.45
241 H -11.2294 14.8282 23.3073  0.41
242 H -11.0216 16.1381 22.1979  0.34
243 H -12.2842 14.9054 21.8816  0.42
244 H -12.5356 16.3950 26.2431  0.31

Computed properties:
**HOMO-LUMO gap**: 0.2964 Eh
**ΔE to the lowest compared entry with this formula, charge and spin**: 4.656 eV
**E_HOMO**: -7.88 eV

Computed, not measured: a cluster of 8 separate species, C33H58F9N9O9S2 in total in a non-equilibrium geometry, with ωB97M-V/def2-TZVPD.

Last column: Mulliken spin population.
Atoms and positions in Å:
1 C 0.0289 -1.0311 0.5118  0.00
2 O -0.9914 -0.3534 -0.1618  0.00
3 O -0.4337 -1.3649 1.7975  0.00
4 C 0.4970 -2.1285 -0.5356  0.00
5 F 1.1578 -1.6637 -1.5594  0.00
6 F 1.3527 -2.9316 -0.0887  0.00
7 F -0.5111 -2.8748 -0.9941  0.00
8 C -0.6414 0.6933 -1.0696  0.00
9 C -1.9125 1.6140 -1.3401  0.00
10 H -2.7007 1.0636 -1.8538  0.00
11 H -2.2611 1.9041 -0.3489  0.00
12 H -1.5019 2.4332 -1.9303  0.00
13 H -0.2754 0.3057 -2.0203  0.00
14 H 0.1271 1.4069 -0.7724  0.00
15 H 0.8320 -0.2969 0.5755  0.00
16 C 1.1669 -3.3916 3.9598  0.00
17 C -0.0210 -4.3043 3.9581  0.00
18 O -0.3768 -5.0316 4.8663  0.00
19 N -0.9186 -3.9991 2.7512  0.00
20 H -1.8045 -4.2037 3.1911  0.00
21 H -0.8914 -3.0197 2.5061  0.00
22 C -0.5131 -4.8295 1.4970  0.00
23 H 2.0756 -3.8576 4.3411  0.00
24 H 1.0290 -2.5564 4.6465  0.00
25 H 1.2586 -2.9367 2.9735  0.00
26 H -0.6520 -5.9060 1.5965  0.00
27 H 0.5413 -4.6119 1.3266  0.00
28 H -1.1281 -4.3509 0.7349  0.00
29 C -9.0290 6.2749 1.6764  0.00
30 C -7.7401 6.0446 2.5267  0.00
31 N -6.6546 5.3256 1.8142  0.00
32 C -6.7976 4.0195 1.2979  0.00
33 C -5.5163 3.6383 0.7491  0.00
34 N -4.8561 4.8390 0.7000  0.00
35 C -5.4579 5.7680 1.4534  0.00
36 C -3.4465 5.0863 0.1716  0.00
37 H -9.7795 6.8450 2.2239  0.00
38 H -9.6222 5.3858 1.4624  0.00
39 H -8.8182 6.8888 0.8008  0.00
40 H -8.0067 5.5256 3.4474  0.00
41 H -7.4048 6.9653 3.0043  0.00
42 H -7.6073 3.3322 1.4937  0.00
43 H -5.1734 2.6549 0.4630  0.00
44 H -5.0364 6.7437 1.6449  0.00
45 H -2.9786 6.0499 0.3729  0.00
46 H -3.3228 4.7843 -0.8684  0.00
47 H -2.8344 4.4712 0.8312  0.00
48 C 4.4749 -1.3193 3.6853  0.00
49 C 4.9764 -0.4107 2.4429  0.00
50 N 4.9051 -1.2225 1.2574  0.00
51 C 5.6691 -2.3284 0.9518  0.00
52 C 5.3057 -2.7967 -0.3088  0.00
53 N 4.4270 -1.8952 -0.8569  0.00
54 C 4.2561 -0.8496 0.0601  0.00
55 C 3.9688 -1.8360 -2.2842  0.00
56 H 4.6012 -0.7602 4.6125  0.00
57 H 5.0259 -2.2550 3.7800  0.00
58 H 3.4186 -1.5874 3.6644  0.00
59 H 6.0059 -0.0856 2.5932  0.00
60 H 4.2766 0.4151 2.3140  0.00
61 H 6.3559 -2.7407 1.6762  0.00
62 H 5.7198 -3.4784 -1.0369  0.00
63 H 3.7671 0.0845 -0.1736  0.00
64 H 3.4716 -0.9092 -2.5702  0.00
65 H 3.2885 -2.6741 -2.4353  0.00
66 H 4.8679 -1.8586 -2.9000  0.00
67 C -0.6376 1.9668 2.6493  0.00
68 C -1.3935 2.6361 3.7504  0.00
69 N -2.1715 1.6738 4.5586  0.00
70 C -2.8121 2.0571 5.7218  0.00
71 C -3.4817 1.0547 6.2860  0.00
72 N -3.4469 0.0283 5.4006  0.00
73 C -2.7382 0.4374 4.3033  0.00
74 C -4.1616 -1.2481 5.6095  0.00
75 H 0.1043 2.6724 2.2753  0.00
76 H -1.0530 1.4697 1.7727  0.00
77 H -0.0395 1.1234 2.9942  0.00
78 H -1.9873 3.4369 3.3097  0.00
79 H -0.7362 3.1320 4.4646  0.00
80 H -2.6436 3.0470 6.1195  0.00
81 H -4.0290 1.0444 7.2169  0.00
82 H -2.4586 -0.1751 3.4589  0.00
83 H -5.1491 -1.3773 5.1664  0.00
84 H -4.2577 -1.4440 6.6775  0.00
85 H -3.6639 -2.0891 5.1267  0.00
86 C 6.1554 -2.7160 -7.5617  0.00
87 C 4.7011 -2.8040 -7.0532  0.00
88 N 4.2234 -1.4995 -6.7417  0.00
89 C 4.3443 -0.3142 -7.4500  0.00
90 C 3.5409 0.6405 -6.8309  0.00
91 N 3.0065 0.1357 -5.6212  0.00
92 C 3.5056 -1.1964 -5.5929  0.00
93 C 2.2270 0.7891 -4.6478  0.00
94 H 6.4873 -3.6796 -7.9481  0.00
95 H 6.9322 -2.1725 -7.0238  0.00
96 H 6.2632 -2.3542 -8.5843  0.00
97 H 4.6546 -3.4686 -6.1904  0.00
98 H 4.0806 -3.2742 -7.8162  0.00
99 H 5.0621 -0.3511 -8.2561  0.00
100 H 3.3256 1.6467 -7.1593  0.00
101 H 3.1926 -1.9856 -4.9254  0.00
102 H 2.1569 0.1688 -3.7543  0.00
103 H 1.2089 0.8502 -5.0323  0.00
104 H 2.4471 1.8446 -4.4881  0.00
105 C 2.6786 4.2903 -1.7723  0.00
106 F 3.3187 5.3866 -1.2939  0.00
107 F 1.5055 4.1696 -1.1717  0.00
108 F 2.4526 4.4845 -3.0158  0.00
109 S 3.7024 2.6765 -1.5292  0.00
110 O 4.8667 2.7562 -2.5040  0.00
111 O 4.0847 2.6163 -0.0987  0.00
112 O 2.7970 1.5769 -1.9042  0.00
113 C -1.3580 -5.7555 -2.7335  -0.01
114 F -1.6551 -6.4561 -3.8465  0.00
115 F -0.9659 -6.6915 -1.8747  0.00
116 F -0.3368 -4.9527 -2.8760  0.00
117 S -3.0108 -5.0309 -2.0520  -0.12
118 O -2.8138 -4.7557 -0.6471  0.25
119 O -3.2875 -3.8082 -2.7870  0.40
120 O -3.9684 -6.1246 -2.3735  0.48

Computed properties:
**2S+1**: 2
**HOMO-LUMO gap (spin up / spin down)**: 0.2809 / 0.1434 Eh
**Charge**: +3
**E_HOMO (spin up / spin down)**: -13.96 / -13.96 eV

Computed, not measured: a cluster of 2 separate species, H5NO2P2 in total in a non-equilibrium geometry, with ωB97M-V/def2-TZVPD.

Last column: Mulliken charge in e.
Atoms and positions in Å:
1 N -1.3869 0.5926 1.0297  -0.63
2 O 1.0336 -0.5328 -1.2760  -0.32
3 O 2.0288 0.0346 0.8505  -0.44
4 P -1.3185 -0.1721 -0.3059  0.28
5 P 2.2368 0.0675 -0.7649  0.38
6 H -0.5467 1.1498 1.3563  0.19
7 H -0.6992 -1.4311 -0.4737  0.07
8 H 2.3644 0.6367 1.5776  0.36
9 H -1.0398 0.3134 -1.5047  0.06
10 H -2.6725 -0.6586 -0.4888  0.06

Computed properties:
**HOMO-LUMO gap**: 0.2930 Eh
**ΔE to the lowest compared entry with this formula, charge and spin**: 2.646 eV
**E_HOMO**: -8.62 eV